Entry 1:
{"formula": "C2H6NPS", "method": "ωB97M-V/def2-TZVPD", "homo_ev": [-7.8416, -10.0282], "s2": 2.006, "multiplicity": 3, "lumo_ev": [0.44, -1.42], "orbital_gap_ev": [8.28, 8.61], "molar_mass_g_mol": 107.12, "e_above_lowest_kcal_mol": 0.00, "symbols": ["C", "C", "N", "P", "S", "H", "H", "H", "H", "H", "H"], "coordinates": [[-0.183, -1.509, -0.531], [-1.362, -0.104, 0.845], [-1.319, -1.052, -0.298], [0.892, 2.616, -0.934], [2.674, 2.193, -0.147], [-0.234, -2.002, -1.433], [3.058, 0.968, -0.873], [0.744, -1.382, 0.036], [-1.872, 0.645, 0.374], [-1.903, -0.546, 1.588], [-0.496, 0.176, 1.373]]}

=====

Entry 2:
{"formula": "C4H4N2O", "method": "ωB97M-V/def2-TZVPD", "homo_ev": -9.4825, "multiplicity": 1, "lumo_ev": -0.89, "orbital_gap_ev": 8.59, "molar_mass_g_mol": 96.09, "e_above_lowest_kcal_mol": 136.98, "symbols": ["N", "C", "C", "C", "C", "N", "O", "H", "H", "H", "H"], "coordinates": [[-1.511, 0.140, 1.754], [-0.730, -0.062, 0.778], [-0.287, 0.998, -0.123], [0.928, 0.841, -0.922], [1.383, -0.512, -0.906], [0.888, -1.545, -0.310], [-0.252, -1.334, 0.480], [-1.674, -0.721, 2.291], [-0.809, 1.957, -0.037], [-0.224, 0.996, -1.545], [2.288, -0.759, -1.459]]}

=====

Entry 3:
{"formula": "H3N2O2P", "method": "ωB97M-V/def2-TZVPD", "homo_ev": [-9.1550, -9.1512], "multiplicity": 1, "lumo_ev": [-0.83, -0.83], "orbital_gap_ev": [8.33, 8.32], "molar_mass_g_mol": 94.01, "e_above_lowest_kcal_mol": 127.41, "symbols": ["N", "N", "O", "O", "P", "H", "H", "H"], "coordinates": [[-1.254, 0.137, 0.651], [1.100, 0.361, -0.527], [0.503, 1.123, -1.248], [2.285, 0.198, -0.443], [0.200, -0.667, 0.766], [-1.227, 0.960, 0.187], [-1.871, -0.012, 1.520], [0.264, -2.099, -0.906]]}

=====

Entry 4:
{"formula": "C2H6N2O2S2", "method": "ωB97M-V/def2-TZVPD", "homo_ev": -9.6176, "multiplicity": 1, "lumo_ev": 0.61, "orbital_gap_ev": 10.23, "molar_mass_g_mol": 154.22, "e_above_lowest_kcal_mol": 18.50, "symbols": ["C", "C", "N", "N", "O", "O", "S", "S", "H", "H", "H", "H", "H", "H"], "coordinates": [[1.988, 0.939, -0.330], [2.359, -1.418, 0.731], [1.382, 1.891, -0.104], [-3.123, -0.023, 0.113], [-0.914, -0.652, -0.311], [-1.609, 1.644, -1.153], [2.980, -0.367, -0.601], [-1.593, 0.563, 0.085], [2.203, -2.386, 0.472], [1.332, -0.947, 0.969], [2.949, -1.319, 1.585], [-0.863, 2.306, -1.025], [-3.228, -0.850, -0.266], [-3.861, 0.620, -0.165]]}

=====

Entry 5:
{"formula": "C4H8O2", "method": "ωB97M-V/def2-TZVPD", "homo_ev": -9.5736, "multiplicity": 1, "lumo_ev": 0.97, "orbital_gap_ev": 10.55, "molar_mass_g_mol": 88.11, "e_above_lowest_kcal_mol": 64.38, "smiles": "OCC1(O)CC1", "symbols": ["O", "C", "C", "O", "C", "C", "H", "H", "H", "H", "H", "H", "H", "H"], "coordinates": [[1.737, -0.802, 0.352], [1.302, 0.164, -0.588], [-0.020, 0.517, 0.047], [0.153, 1.298, 1.168], [-0.944, -0.791, 0.326], [-1.341, 0.389, -0.537], [0.783, -1.134, 0.550], [1.185, -0.232, -1.606], [1.975, 1.035, -0.638], [0.990, 0.969, 1.543], [-1.327, -0.802, 1.344], [-1.025, -1.765, -0.175], [-1.317, 0.144, -1.593], [-2.152, 1.010, -0.193]]}

=====

Entry 6:
{"formula": "C3H3O2Pt", "method": "ωB97M-V/def2-TZVPD", "homo_ev": [-1.1276, -2.8219], "s2": 2.008, "multiplicity": 3, "charge": -1, "lumo_ev": [3.66, 3.60], "orbital_gap_ev": [4.79, 6.43], "molar_mass_g_mol": 266.13, "e_above_lowest_kcal_mol": 0.00, "symbols": ["C", "O", "C", "C", "O", "H", "H", "H", "Pt"], "coordinates": [[-0.965, -0.010, -0.297], [1.202, -0.028, 0.542], [-0.739, 1.272, -0.059], [0.205, -0.894, 0.125], [-0.675, 2.450, -0.065], [-1.993, -0.365, -0.385], [-0.131, -1.559, 0.948], [0.490, -1.537, -0.734], [2.606, 0.670, -0.075]]}

=====

Entry 7:
{"formula": "C3H10INSi", "method": "ωB97M-V/def2-TZVPD", "homo_ev": -7.6774, "multiplicity": 1, "lumo_ev": 0.36, "orbital_gap_ev": 8.04, "molar_mass_g_mol": 215.11, "e_above_lowest_kcal_mol": 57.59, "symbols": ["C", "C", "C", "N", "Si", "I", "H", "H", "H", "H", "H", "H", "H", "H", "H", "H"], "coordinates": [[-0.049, -0.527, 1.990], [1.338, -1.572, -0.660], [0.292, 1.586, -0.084], [-2.954, 0.957, -1.821], [0.147, -0.267, 0.043], [-1.750, -0.594, -1.579], [-1.044, -0.698, 2.333], [0.480, -1.421, 2.183], [0.345, 0.277, 2.540], [0.986, -1.847, -1.656], [2.433, -1.251, -0.711], [1.375, -2.465, -0.086], [0.770, 1.993, -1.025], [-0.753, 1.933, -0.236], [0.735, 2.145, 0.706], [-2.352, 1.752, -1.937]]}

=====

Entry 8:
{"formula": "C5H26NO10", "method": "ωB97M-V/def2-TZVPD", "homo_ev": -13.0924, "multiplicity": 1, "charge": 1, "lumo_ev": -2.34, "orbital_gap_ev": 10.75, "molar_mass_g_mol": 260.26, "e_above_lowest_kcal_mol": 24.52, "symbols": ["O", "C", "O", "C", "C", "C", "C", "N", "H", "H", "H", "H", "H", "H", "H", "H", "H", "H", "H", "H", "O", "H", "H", "O", "H", "H", "O", "H", "H", "O", "H", "H", "O", "H", "H", "O", "H", "H", "O", "H", "H", "O"], "coordinates": [[0.706, -1.707, 0.359], [-0.236, -2.094, 0.978], [-0.520, -1.701, 2.230], [-1.493, -2.702, 0.313], [-2.320, -1.469, -0.239], [-1.591, -0.666, -1.295], [-1.655, -1.122, -2.596], [-0.782, 0.580, -0.956], [0.201, -1.316, 2.776], [-2.020, -3.411, 1.009], [-1.158, -3.456, -0.448], [-2.783, -1.023, 0.685], [-3.319, -1.781, -0.646], [-0.890, -0.743, -3.348], [-2.125, -2.015, -2.898], [-1.437, 1.447, -1.251], [0.112, 0.525, -1.354], [-0.752, 0.695, 0.055], [3.225, 0.804, 1.059], [2.415, 0.705, 2.308], [2.627, 1.318, 1.582], [-3.310, 2.694, -3.170], [-2.608, 2.001, -4.278], [-2.731, 2.035, -3.306], [1.579, -2.934, -2.827], [2.602, -2.382, -3.900], [2.005, -2.075, -3.195], [0.977, 0.803, 3.934], [2.369, 0.575, 4.473], [1.761, 0.208, 3.870], [1.750, -0.412, -1.169], [2.012, -0.706, -2.538], [1.816, 0.104, -1.916], [1.713, 3.343, -1.483], [0.659, 4.330, -1.180], [0.880, 3.377, -1.123], [1.106, 1.460, 1.363], [0.210, 2.659, 0.958], [0.139, 1.780, 1.213], [-1.265, 1.594, 4.082], [-0.253, 1.781, 2.956], [-0.404, 1.538, 3.856]]}